C24H55BNO6Sn | ωB97M-V/def2-TZVPD

Positions of all 88 atoms, in Å:
Sn  -12.633361  -7.114651  0.606386
O  -10.678346  -6.874235  -1.946668
O  -9.074230  -11.009794  5.672978
O  -12.865518  -6.945859  3.752308
O  -8.807810  -5.415674  5.528280
O  -14.298698  -9.247176  1.902453
O  -7.788287  -12.728197  0.084375
N  -11.351179  -4.185322  0.863551
C  -8.237441  -10.771450  3.502892
C  -11.704596  -3.239533  1.929801
C  -8.362584  -7.723360  5.147530
C  -8.419584  -7.364129  -2.403296
C  -8.564487  -11.806180  0.032872
C  -10.116546  -6.797395  -4.253994
C  -8.878358  -3.489510  0.855401
C  -9.816498  -7.026859  -2.795745
C  -6.865899  -11.821569  5.480125
C  -8.319331  -6.248974  4.800876
C  -8.118828  -11.181172  4.942977
C  -8.114800  -10.446615  -0.445156
C  -12.016287  -6.600193  5.934077
C  -15.765942  -11.072368  1.599169
C  -12.362648  -7.441631  4.749867
C  -14.420713  -10.463094  1.876434
C  -9.992532  -11.930373  0.538637
C  -11.698108  -3.878166  3.307989
C  -12.096199  -8.921951  4.798663
C  -7.613606  -5.877727  3.514549
C  -13.228505  -11.350680  2.008667
C  -13.110499  -3.291491  -0.691895
C  -11.628747  -3.608728  -0.467354
C  -9.935349  -4.574831  0.978100
B  -10.236757  -8.063273  1.790938
H  -16.550109  -10.327108  1.722157
H  -11.035689  -9.096023  4.610051
H  -12.070407  -5.535754  5.722312
H  -12.707370  -9.433066  4.061960
H  -7.076243  -10.452140  -0.778065
H  -7.840116  -4.829851  3.309963
H  -7.982226  -6.446142  2.659177
H  -9.765908  -5.379607  0.255646
H  -10.852185  -7.456192  2.609362
H  -12.667995  -6.787731  6.789743
H  -7.445640  -8.188235  4.786116
H  -13.522360  -12.155641  2.688823
H  -6.532568  -5.983281  3.605238
H  -10.690441  -3.994437  3.710000
H  -9.229240  -8.073013  4.585227
H  -8.761555  -10.054890  -1.229803
H  -8.283272  -7.413625  -1.326303
H  -13.711495  -4.116935  -0.289821
H  -5.989309  -11.466600  4.938123
H  -11.001643  -6.871060  6.236424
H  -11.134007  -2.303405  1.886434
H  -12.383127  -10.801792  2.416789
H  -12.177563  -4.857609  3.270815
H  -12.718346  -2.853575  1.795119
H  -16.026639  -11.910737  2.244388
H  -15.801912  -11.413205  0.561896
H  -7.360929  -10.229813  3.138468
H  -9.113362  -10.150229  3.350637
H  -7.881821  -3.905744  0.723290
H  -11.135416  -6.430025  -4.343138
H  -10.072422  -12.848390  1.114452
H  -6.768068  -11.606461  6.541840
H  -12.326085  -9.352636  5.774295
H  -9.078872  -2.792169  0.040890
H  -12.879860  -11.856495  1.107426
H  -13.451900  -2.368018  -0.234689
H  -11.038618  -2.698383  -0.596718
H  -7.729755  -6.714382  -2.937039
H  -10.930863  -9.006196  1.518419
H  -12.302561  -3.329694  4.030871
H  -9.224980  -8.401944  2.277349
H  -8.303297  -8.399383  -2.745593
H  -10.028413  -7.694465  -4.868384
H  -8.052031  -9.726214  0.377048
H  -8.322868  -11.647819  2.853471
H  -10.728301  -11.863562  -0.265804
H  -9.816941  -5.144820  1.902377
H  -6.924216  -12.907550  5.386215
H  -11.358369  -4.353290  -1.218452
H  -10.198496  -11.049133  1.150999
H  -13.298139  -3.305478  -1.764852
H  -8.849698  -2.836510  1.731262
H  -8.477115  -7.898340  6.213410
H  -10.068205  -7.405875  0.800439
H  -9.376138  -6.084675  -4.620399

Forces on atoms 1 to 2 (eV/Å):
Sn 2.5 -0.2 2.0
O -0.6 -0.1 0.2

Properties
Energy above the lowest of the compared OMol25 structures with the same formula, charge and spin = 0.00 kcal per mole
Highest occupied orbital energy = -11.5299 eV
Net charge = +1
Orbital gap = 6.8 eV